24
Properties=species:S:1:pos:R:3 method="wB97M-V/def2-TZVPD" de_lowest_ev=0.376 s2=0.76 e_lumo_ev="-3.7 / -6.2" homo_ev="-12.5 / -11.8" max_force_ev_per_a=2.857 e_tot_ev=-22072.9648 total_charge=+1 multiplicity=2
Mg -0.163 -0.300 0.472
O 1.012 1.168 1.093
O 2.836 1.283 -1.077
O -1.826 1.044 0.308
O -1.146 -2.119 0.241
O -0.420 -0.575 2.406
O 0.250 -0.148 -1.556
O 1.522 -1.473 0.861
C -0.832 0.637 -2.078
C -2.054 1.012 -1.088
H -2.328 2.031 -1.361
H 3.278 0.758 -1.744
H -0.880 -2.927 0.681
H 0.136 -0.162 3.066
H -1.313 -0.377 2.687
H 1.126 1.294 2.035
H -0.369 1.585 -2.351
H 2.352 -1.470 1.338
H 1.641 1.768 0.693
H -1.725 -2.409 -0.464
H -2.912 0.370 -1.285
H 1.049 -2.230 1.206
H -1.188 0.331 -3.062
H 1.956 0.911 -1.022

***

43
Properties=species:S:1:pos:R:3 method="wB97M-V/def2-TZVPD" de_lowest_ev=0.000 e_lumo_ev=4.1 homo_ev=-5.2 max_force_ev_per_a=1.473 e_tot_ev=-45989.5152 total_charge=-2
F -11.788 -12.930 -4.616
F -11.622 -14.538 -6.225
F -10.530 -17.771 -8.121
F -12.163 -16.233 -8.718
F -10.877 -14.935 -4.062
F -10.568 -16.818 -10.271
F -9.727 -13.456 -5.451
F -12.217 -18.241 -9.583
O -13.230 -16.835 -11.924
O -8.911 -15.676 -7.173
O -15.931 -16.312 -8.983
O -16.171 -15.708 -6.259
O -7.479 -16.069 -9.545
O -10.979 -20.762 -9.344
O -9.378 -18.288 -12.282
O -13.719 -19.165 -7.347
O -11.207 -13.783 -9.676
O -8.483 -19.077 -9.220
O -15.244 -18.359 -10.805
B -11.324 -17.264 -9.172
B -10.997 -13.986 -5.076
H -11.727 -21.365 -9.323
H -9.870 -17.794 -11.601
H -15.059 -15.897 -8.998
H -11.300 -20.004 -9.848
H -7.603 -15.434 -10.255
H -9.558 -14.973 -6.990
H -11.390 -14.723 -9.490
H -12.449 -16.966 -11.351
H -15.845 -17.100 -9.551
H -9.460 -16.480 -7.335
H -14.172 -19.765 -7.944
H -14.390 -17.935 -11.067
H -15.241 -15.433 -6.265
H -11.633 -13.614 -10.521
H -8.605 -17.746 -12.456
H -7.774 -18.426 -9.231
H -7.999 -15.706 -8.795
H -15.397 -18.999 -11.504
H -13.392 -18.461 -7.917
H -16.311 -16.175 -7.103
H -13.236 -15.892 -12.112
H -9.267 -18.559 -8.983

***

28
Properties=species:S:1:pos:R:3 method="wB97M-V/def2-TZVPD" smiles=Cc1c[nH]c2ccccc12.CCO de_lowest_ev=2.408 e_lumo_ev=0.8 homo_ev=-7.6 max_force_ev_per_a=5.757 e_tot_ev=-15185.5135
O 2.443 -2.584 -0.816
N -1.178 1.671 -1.673
C -2.007 0.782 0.292
C -0.042 1.542 -0.756
C 1.251 1.731 -1.135
C 1.202 -2.056 -0.781
C 2.119 1.651 0.024
C 0.170 1.136 1.542
C -2.337 1.124 -1.074
C 0.550 -2.791 0.329
C 1.593 1.471 1.271
C -0.632 1.201 0.437
C -2.710 0.011 1.379
H 1.648 1.880 -2.123
H -0.059 0.970 2.534
H -3.800 -0.066 1.216
H -1.064 2.278 -2.484
H -2.445 -1.041 1.483
H 2.909 -1.891 -1.399
H 3.186 1.952 -0.275
H 2.234 1.632 2.099
H 0.414 -2.100 1.168
H -0.421 -3.136 0.090
H 1.139 -0.878 -0.779
H 0.633 -2.216 -1.744
H 1.025 -3.682 0.572
H -3.225 0.975 -1.736
H -2.593 0.435 2.338

***

9
Properties=species:S:1:pos:R:3 method="wB97M-V/def2-TZVPD" smiles="O=C(O)[C@@H]([S-])S" de_lowest_ev=1.592 e_lumo_ev=3.5 homo_ev=-3.0 max_force_ev_per_a=4.067 e_tot_ev=-27888.2874 total_charge=-1
S 0.263 0.038 -2.042
S 1.251 -1.701 0.189
O -1.375 1.372 -0.062
O -0.017 1.040 1.610
C -0.216 -0.790 -0.556
C -0.555 0.545 0.358
H 2.051 -0.985 -0.705
H -0.337 1.997 1.692
H -1.065 -1.516 -0.484

***

82
Properties=species:S:1:pos:R:3 method="wB97M-V/def2-TZVPD" de_lowest_ev=0.753 e_lumo_ev="-10.6 / -10.6" homo_ev="-16.1 / -16.1" max_force_ev_per_a=0.607 e_tot_ev=-81101.9220 total_charge=+3
Pt -0.977 -0.100 0.072
S -1.850 1.923 1.298
S -0.469 -2.653 3.614
S 1.253 -0.420 -0.399
O 0.845 -4.025 -3.499
N -4.478 2.173 0.963
N -3.425 0.362 -0.066
N 1.646 -2.351 -2.199
N -0.456 -0.877 1.822
N 1.544 -0.202 -3.057
C 4.450 -2.210 -6.479
C 4.745 -1.879 -5.160
C 2.604 -2.749 -4.496
C -1.033 1.678 -2.244
C 3.823 -2.145 -4.164
C 1.904 2.874 4.189
C 2.323 -3.106 -5.819
C -4.670 -1.138 -1.544
C -1.520 -4.211 0.753
C 3.082 2.917 3.210
C 0.759 -0.667 5.200
C 0.842 3.905 3.786
C 1.282 0.609 5.247
C 1.281 1.475 4.140
C -1.195 -2.864 0.840
C 2.410 3.221 5.590
C 1.459 -1.047 -2.058
C -4.606 0.006 -0.599
C -1.156 -2.091 -0.328
C 0.710 1.034 2.952
C -0.770 -2.141 2.028
C -1.708 -3.999 -1.637
C -1.789 -4.768 -0.490
C -0.072 1.670 -3.419
C 3.245 -2.820 -6.809
C -6.857 2.694 0.878
C -5.773 0.723 -0.309
C -5.711 1.832 0.494
C 1.354 1.259 -3.076
C 1.642 -3.139 -3.464
C 0.197 -1.094 4.004
C -3.363 1.466 0.687
C 0.155 -0.236 2.903
C -1.373 -2.643 -1.570
H 1.681 1.671 -2.123
H -0.701 2.345 -1.449
H 3.540 3.906 3.220
H -6.720 0.409 -0.724
H 0.723 1.667 2.075
H 1.275 4.906 3.800
H 4.069 -1.924 -3.131
H 1.724 0.940 6.175
H -1.282 -2.063 -2.480
H -0.449 1.055 -4.239
H 5.698 -1.433 -4.912
H 0.800 -1.314 6.067
H 2.810 4.236 5.582
H -4.953 -0.754 -2.528
H -0.037 2.692 -3.802
H -6.731 3.692 0.453
H -1.107 0.635 -1.813
H 1.788 -0.615 -3.956
H 1.613 3.191 6.334
H 1.447 -2.909 -1.378
H -2.054 1.933 -2.519
H -5.447 -1.844 -1.247
H 2.043 1.619 -3.838
H -1.875 -4.454 -2.604
H 3.035 -3.084 -7.836
H -2.038 -5.818 -0.564
H 5.175 -2.004 -7.255
H -6.913 2.791 1.964
H 0.461 3.735 2.775
H -1.552 -4.826 1.644
H 3.217 2.560 5.909
H -4.380 3.000 1.544
H -7.790 2.275 0.513
H -0.002 3.896 4.477
H -3.721 -1.650 -1.621
H 1.391 -3.604 -6.053
H 3.849 2.190 3.480
H 2.767 2.712 2.183

***

13
Properties=species:S:1:pos:R:3 method="wB97M-V/def2-TZVPD" smiles="CC(C)C=O" de_lowest_ev=0.327 e_lumo_ev=1.0 homo_ev=-9.8 max_force_ev_per_a=0.514 e_tot_ev=-6324.8413
O 2.040 0.691 0.835
C 1.087 1.053 0.187
C 0.470 -1.333 -0.297
C 0.039 0.127 -0.393
C -1.290 0.436 0.337
H -1.897 1.171 -0.200
H 1.488 -1.460 -0.680
H 0.464 -1.682 0.741
H -0.200 -1.971 -0.884
H -1.110 0.833 1.342
H 0.901 2.137 0.014
H -0.078 0.400 -1.452
H -1.885 -0.474 0.453

***

84
Properties=species:S:1:pos:R:3 method="wB97M-V/def2-TZVPD" smiles=CC(C)O.CCO.CCO.CCO.CCO.CCO.CCO.CCO.CCO de_lowest_ev=4.625 e_lumo_ev=0.5 homo_ev=-10.0 max_force_ev_per_a=2.303 e_tot_ev=-39035.1818
O 3.252 -2.442 -0.124
O -4.002 4.060 -0.849
O -0.051 -2.859 -3.557
O 0.747 -0.997 0.640
O 4.890 -1.299 1.902
O -1.814 5.332 -2.565
O -2.801 0.098 6.079
O 2.319 3.838 -4.228
O -0.942 -3.504 2.094
C -2.966 0.127 3.682
C 3.754 0.782 1.416
C -0.822 -0.569 4.786
C -1.838 3.961 -4.586
C 0.323 -0.057 -0.350
C -4.313 2.237 0.822
C -3.393 3.178 0.077
C 2.550 2.744 -2.083
C 4.424 -0.092 2.458
C -1.417 4.097 -3.136
C -0.890 -3.932 -3.130
C -2.349 -0.579 4.890
C 2.285 2.560 -3.588
C -2.355 -3.414 2.206
C -2.930 -4.818 2.241
C 5.081 -2.030 -1.694
C 4.248 -3.029 -0.985
C -1.123 -3.862 -1.616
C 0.083 1.322 0.179
H -0.374 0.202 4.157
H -3.330 4.466 -1.402
H 1.400 4.103 -4.325
H -3.293 1.119 3.978
H -4.897 1.600 0.166
H -1.528 -4.727 -1.088
H -2.681 -2.768 3.028
H -0.640 -0.399 -0.768
H -0.386 1.930 -0.596
H 3.128 1.964 -3.933
H 1.326 2.074 -3.767
H -0.663 -2.667 1.702
H 5.666 -1.452 -0.973
H 4.470 1.120 0.663
H -4.797 2.845 1.599
H 3.798 -0.123 3.356
H -0.431 -4.902 -3.347
H 4.508 -1.268 -2.232
H 3.626 -1.725 0.412
H -2.490 -5.337 1.385
H -1.854 -3.097 -1.327
H 2.459 1.842 -1.476
H -2.653 -1.608 5.068
H 4.833 -3.638 -0.288
H 2.921 0.294 0.900
H -1.895 3.284 -2.586
H 1.061 -0.159 -1.157
H -1.648 4.845 -5.204
H -2.738 -2.963 1.281
H -3.815 -0.451 3.303
H -0.328 4.021 -3.084
H -3.713 1.655 1.527
H -2.775 3.674 0.830
H -2.281 0.899 6.195
H 5.269 0.486 2.857
H 3.603 3.018 -1.966
H 3.260 1.690 1.767
H 1.991 3.561 -1.625
H 1.239 -1.665 0.146
H 5.649 -2.561 -2.461
H -0.586 -1.465 4.192
H -1.795 -3.932 -3.738
H -0.271 -0.753 5.708
H -0.602 1.337 1.029
H -2.154 5.967 -3.198
H -2.833 2.501 -0.589
H -2.905 3.775 -4.716
H 0.816 -3.255 -3.679
H 3.619 -3.536 -1.723
H -2.601 -5.421 3.091
H -1.266 3.156 -5.054
H 5.154 -1.908 2.597
H 1.008 1.809 0.497
H -4.016 -4.868 2.202
H -2.317 0.117 2.803
H -0.201 -3.554 -1.121

***

64
Properties=species:S:1:pos:R:3 method="wB97M-V/def2-TZVPD" de_lowest_ev=0.000 e_lumo_ev="-0.7 / -0.7" homo_ev="-7.5 / -7.5" max_force_ev_per_a=1.946 e_tot_ev=-92319.2558
Ti 0.562 -0.013 0.105
S 1.826 -1.452 -0.988
S 1.983 1.756 0.659
S 1.386 -1.121 2.138
N -2.265 2.927 -1.299
N -2.101 4.670 -3.046
N -1.108 -1.373 0.784
N 1.383 1.271 -2.229
N -1.145 0.818 -0.908
N 1.025 4.075 1.508
N -0.548 1.009 1.789
N -0.360 2.340 2.005
N -1.650 -1.974 -2.543
C -2.077 3.799 -2.283
C -1.660 1.843 -1.152
C 4.139 -4.365 0.502
C -0.065 0.338 -4.075
C 0.022 -1.191 -4.146
C 2.359 -2.426 1.503
C 0.298 5.028 3.672
C 3.906 -4.253 1.874
C 3.474 -3.511 -0.354
C -1.602 0.464 2.254
C 3.031 -3.301 2.358
C -1.318 -1.892 -3.966
C -2.904 -3.085 1.960
C -1.202 -2.653 0.376
C -1.879 -0.925 1.794
C 2.578 -2.568 0.138
C -2.806 -1.768 2.413
C 1.282 0.972 -3.679
C -2.090 -3.553 0.934
C 0.135 5.014 2.161
C -2.573 1.138 3.178
C 0.768 2.763 1.463
H 2.101 0.306 -3.934
H 0.710 -1.561 -3.384
H 0.092 4.049 4.084
H 1.460 1.897 -4.254
H 1.911 4.372 1.129
H -1.260 -2.911 -4.338
H -2.110 -4.569 0.598
H 2.353 1.524 -2.006
H -3.594 -3.751 2.438
H -2.102 -1.386 -4.568
H 0.474 -1.471 -5.101
H 1.309 5.314 3.958
H -2.345 2.202 3.226
H -3.608 0.991 2.839
H 4.849 -5.086 0.123
H -0.392 5.764 4.095
H -3.417 -1.457 3.257
H -2.574 -2.367 -2.421
H -2.480 0.726 4.180
H 0.327 6.001 1.755
H 3.653 -3.574 -1.425
H -0.835 0.661 -3.373
H -0.354 0.722 -5.062
H 4.419 -4.904 2.566
H 2.894 -3.195 3.422
H -1.705 -1.038 -2.130
H -0.885 4.751 1.888
H 0.855 2.130 -2.028
H -0.549 -2.937 -0.432